Below is C11H21Br6Cl3O4Sr3 as an isolated structure in a non-equilibrium geometry, with properties calculated with ωB97M-V/def2-TZVPD.

The geometry in XYZ format:
```
48
Properties=species:S:1:pos:R:3:forces:R:3
Sr -1.7481 16.4103 -6.5159 0.189 0.834 2.287
Sr -0.5433 13.3294 -4.0254 2.299 1.071 1.303
Sr 2.1211 17.5688 -6.3675 1.005 -1.040 2.974
O -0.1038 18.0575 -5.2094 -0.462 -1.239 -1.382
C -0.2268 17.7016 -3.8318 0.532 -1.319 0.789
C -1.4377 16.8596 -3.3373 0.196 0.293 0.432
O -1.7357 15.6822 -4.0571 0.388 -0.571 -2.397
H -0.1530 18.5408 -3.1312 -0.182 0.466 -0.461
H 0.6235 17.0656 -3.5433 0.196 0.086 -0.237
H -2.3066 17.5049 -3.1283 -0.177 -0.384 -0.937
H -1.1976 16.5515 -2.3074 0.490 0.174 -0.041
O 3.2071 15.9965 -4.7181 -2.286 1.164 -1.744
C 3.2615 15.6728 -3.3543 1.507 -0.537 0.230
C 2.2325 14.7823 -2.6279 -2.193 -0.202 -0.856
O 1.9093 13.5672 -3.2649 -1.867 0.129 -0.922
H 3.4403 16.6195 -2.8299 -0.283 -0.134 0.618
H 4.1634 15.0608 -3.1903 0.253 0.255 -0.230
H 1.2698 15.3384 -2.4877 0.034 0.415 -0.040
H 2.5035 14.5626 -1.5892 0.767 0.304 -0.031
Br -4.8064 16.2250 0.3486 -0.072 -0.193 -0.096
C -3.5789 15.3767 -0.8592 0.869 0.458 -0.936
C -3.1530 14.0359 -0.3403 -0.798 -0.471 0.562
Br -1.5983 13.3071 -1.2939 0.019 -0.118 0.549
H -2.7318 16.0467 -1.0134 0.035 -0.040 0.619
H -3.9810 15.3086 -1.8714 -0.521 -0.204 0.253
H -3.9420 13.2894 -0.4186 0.077 0.003 -0.327
H -2.8654 14.0078 0.7081 0.360 0.380 -0.108
Br -4.2700 22.2418 -6.3765 0.075 -0.142 0.326
C -4.4331 20.9253 -4.9599 -0.146 -0.112 -0.295
C -3.3750 19.8525 -5.0319 -0.154 0.101 0.748
Br -3.7673 18.5218 -6.4234 -0.488 0.086 -0.452
H -5.4483 20.5404 -5.0294 0.104 -0.238 -0.098
H -4.3746 21.3623 -3.9623 0.304 0.411 -0.184
H -3.4008 19.2969 -4.0966 0.076 -0.108 -0.360
H -2.3630 20.1794 -5.2409 -0.041 0.192 -0.026
Br 2.1499 20.3185 -0.3100 -0.382 -0.292 0.112
C 1.6683 18.7035 0.6609 0.103 -1.176 0.092
C 1.1457 17.6027 -0.2658 -0.189 0.670 -0.101
Br 0.2592 16.2023 0.7683 0.243 0.021 -0.067
H 0.9319 18.8485 1.4467 0.015 0.711 -0.113
H 2.5838 18.3604 1.1345 0.030 0.092 0.045
H 1.9303 17.1682 -0.8776 -0.034 -0.182 0.051
H 0.3458 17.9769 -0.8994 0.108 0.104 -0.103
C -2.8446 20.3066 -0.3525 -0.773 0.149 0.554
Cl -3.0458 21.9901 -0.8227 0.287 -0.163 0.007
Cl -3.0487 19.2501 -1.7631 0.086 -0.015 0.297
Cl -4.0413 19.8820 0.8865 0.292 0.067 -0.191
H -1.8652 20.1073 0.0623 0.109 0.243 -0.113
```
Positions in Å, forces in eV/Å.

As for the HOMO-LUMO gap: 3.956 eV. The net charge is +2. The total energy is -17648.94995 Ha. The HOMO energy comes out at -12.101 eV. As for the largest force on an atom: 3.307 eV/Å. As for the molar mass: 1065.9 g mol⁻¹.

Atomic partial charges in e from the Löwdin method, atoms 1 to 4: Sr 1.37; Sr 1.36; Sr 1.60; O -0.59

=====

Below is a 6-piece molecular cluster, C19H39NO20P3 overall in a non-equilibrium geometry, with properties calculated with ωB97M-V/def2-TZVPD.

The geometry in XYZ format:
```
82
Properties=species:S:1:pos:R:3:forces:R:3
O 12.1618 18.1832 19.9788 -0.127 0.595 0.693
C 12.0398 18.4931 21.2878 0.325 -0.905 0.040
O 12.4457 19.6485 21.6170 -0.247 0.024 0.408
O 11.6478 17.6692 22.1112 0.180 1.146 -0.463
H 11.9375 17.2515 20.0351 -0.244 -0.693 -0.672
C 14.4764 17.7901 15.4826 0.044 -1.536 -0.042
C 13.8988 18.7237 16.2278 -1.596 2.513 0.882
C 13.0992 19.9502 15.6457 2.626 -3.193 -2.224
O 12.4963 20.6481 16.3782 -1.161 1.547 1.200
C 13.2418 20.0028 14.1728 -1.650 2.103 1.573
C 13.8566 19.0970 13.4673 0.573 -3.784 -2.603
C 14.4807 17.7743 13.9986 2.871 1.002 0.915
O 15.2174 17.0412 13.3011 -2.780 1.724 1.275
O 13.8116 19.1001 12.1154 -0.242 0.996 0.532
O 13.9080 18.7431 17.5781 0.907 -1.353 -0.866
H 14.9377 17.0188 16.0816 0.375 -0.424 -0.456
H 12.6909 20.7627 13.6385 0.082 0.277 -0.001
H 14.2152 18.3008 11.7695 0.431 -0.425 0.072
H 13.5276 19.5461 17.9415 -0.508 0.483 -0.245
C 10.1583 16.0138 25.5374 2.971 3.078 0.766
O 11.0289 16.9312 25.5862 -2.954 -2.643 0.008
N 10.2553 14.9083 24.8119 0.081 -2.308 0.148
C 9.2159 13.8538 25.0192 0.517 1.770 -1.099
C 11.2000 14.7957 23.7307 0.510 0.945 -1.122
H 9.2208 15.9592 26.1122 0.088 0.682 0.366
H 8.2827 14.4170 25.0222 -0.361 -0.421 0.156
H 9.3105 13.3011 25.9539 0.270 -0.178 -0.283
H 9.2417 13.2701 24.0991 -0.136 -0.496 0.419
H 11.8209 13.9194 23.5443 -0.678 -0.759 0.757
H 10.6221 15.0131 22.8324 0.174 -0.175 -0.517
H 11.9784 15.5581 23.7629 -0.408 0.465 0.460
C 6.7666 21.2948 23.4322 -0.839 -0.414 -0.532
O 7.9712 20.7760 23.9959 -0.789 1.052 0.122
P 8.9299 19.8286 23.1998 1.485 -2.558 0.551
O 10.0870 19.4243 24.0458 -1.628 0.935 -1.832
O 7.9264 18.5717 22.7828 0.322 2.105 0.756
C 8.3013 17.2815 22.3081 0.578 0.664 -0.360
O 9.2649 20.5872 21.8082 -0.304 -1.533 1.017
C 8.3437 20.6250 20.6987 0.227 2.335 0.743
H 6.4878 20.6510 22.5980 -0.498 -0.071 0.259
H 6.7440 22.3054 23.0243 1.155 0.224 0.136
H 5.9749 21.3317 24.1805 0.204 -0.538 0.157
H 7.9086 17.2330 21.2925 -0.002 -0.486 0.008
H 7.8772 16.5179 22.9602 -0.064 0.065 -0.055
H 9.3876 17.1970 22.2785 -0.008 -0.204 0.083
H 8.9858 20.6101 19.8180 -0.645 -0.775 -0.198
H 7.9692 21.6455 20.7784 -0.078 0.334 -0.536
H 7.4068 20.0774 20.8009 0.751 -1.054 -0.345
C 14.8915 13.2637 21.7077 0.751 0.727 -1.537
O 14.6316 14.3574 22.5220 0.025 2.927 1.415
P 15.3074 15.8484 22.2718 -0.922 0.130 1.255
O 14.4968 16.9847 22.7599 0.574 -1.467 -0.654
O 16.7127 15.8242 22.9964 -2.426 1.570 -0.556
C 17.8203 15.0462 22.8597 1.286 -1.702 1.092
O 15.6446 15.8686 20.7299 0.110 -0.809 0.157
C 15.3235 16.9391 19.8481 0.369 0.390 -0.338
H 14.4432 12.3530 22.1047 0.221 0.196 0.005
H 15.9711 13.2572 21.5570 0.109 -1.060 0.023
H 14.4947 13.5696 20.7397 -0.229 -0.908 -0.400
H 17.6801 14.2260 23.5638 0.433 -0.287 0.159
H 18.6388 15.6649 23.2277 0.322 -0.314 -0.427
H 18.0119 14.5569 21.9047 -0.078 0.630 -0.413
H 14.8686 16.4854 18.9676 -0.324 0.299 0.152
H 16.2442 17.4234 19.5226 0.121 -0.110 0.054
H 14.7288 17.7053 20.3456 -0.273 -0.303 -0.145
C 10.7316 16.6031 17.2002 1.813 1.228 0.895
O 9.5495 16.2846 17.8861 -0.948 -2.835 1.034
P 9.5534 14.8867 18.8204 -1.058 1.958 -1.546
O 9.9002 13.6541 18.0768 -0.545 0.976 1.033
O 10.5422 15.2617 20.0012 0.180 0.861 1.148
C 11.9350 14.9290 20.0429 0.067 -2.347 -0.710
O 8.0822 15.1484 19.4948 1.407 -0.609 -0.335
C 7.4778 14.1613 20.3669 0.833 -1.543 -0.933
H 10.7075 16.7337 16.1184 -0.799 -0.122 0.115
H 11.6180 16.0029 17.4057 -0.337 -0.930 -0.051
H 11.0569 17.5141 17.7026 0.003 0.655 -0.653
H 12.6567 15.4699 20.6551 -0.838 1.345 -0.053
H 12.2415 14.8017 19.0047 0.580 0.068 0.239
H 12.0314 13.9611 20.5349 -0.214 -0.370 -0.260
H 8.0825 13.9314 21.2442 -0.251 0.971 0.498
H 7.5323 13.1845 19.8862 -0.185 -0.067 -0.543
H 6.4110 14.3272 20.5166 0.418 0.712 0.225
```
Positions in Å, forces in eV/Å.

As for the HOMO-LUMO gap (alpha / beta): 6.961 / 5.696 eV. The total energy is -3331.05356 Ha. Its spin multiplicity is 2. The HOMO energy (alpha / beta) comes out at -8.653 / -8.653 eV. As for the largest force on an atom: 4.694 eV/Å. Its expectation value of S² is 0.757. As for the molar mass: 694.4 g mol⁻¹.

Atomic partial charges in e from the Löwdin method, atoms 1 to 4: O 0.12; C -0.71; O 0.28; O 0.15

=====

Below is an isolated molecule of C15H11N7S in a non-equilibrium geometry, with properties calculated with ωB97M-V/def2-TZVPD.

The geometry in XYZ format:
```
34
Properties=species:S:1:pos:R:3:forces:R:3
N 2.3794 -2.5423 -0.8836 -1.213 -1.365 2.287
N 1.3876 -2.5951 0.1043 -1.531 0.380 -1.443
N -3.9693 3.2738 2.9820 -0.446 1.145 -0.330
N -0.8056 0.2013 1.0897 -0.207 -1.053 0.635
N -2.5579 -1.9777 1.3809 -2.659 2.956 1.765
S 3.6506 0.6841 -2.8964 -0.078 -2.122 0.286
C 2.4875 -1.3136 -1.2093 0.398 0.883 0.370
C 0.7734 -1.3896 0.1582 3.685 -1.761 0.868
C 4.5359 -0.0552 -4.1596 1.090 3.297 -2.166
C 4.7926 -1.3379 -4.0402 1.037 -2.566 0.563
C 4.2411 -1.9010 -2.8935 -2.086 0.619 1.667
C 3.5172 -0.9278 -2.1324 1.094 -0.545 -2.241
C -2.9183 -0.7304 1.7070 -0.396 -0.240 0.732
C -3.4086 4.3082 2.3516 0.703 0.049 -0.276
C -3.5611 2.0344 2.6656 0.377 2.151 -0.618
C -0.3776 -1.0726 0.9515 -1.885 0.915 -1.019
C -2.0651 0.3881 1.5587 0.591 -0.091 -0.329
C -1.3310 -2.1217 1.0226 1.415 -2.052 -1.223
C -2.3455 4.1542 1.4562 -0.022 1.086 0.589
C -1.8416 2.9129 1.2060 -1.241 -1.179 1.650
C -2.4975 1.8030 1.8132 0.305 -0.494 -0.619
N 1.5545 -0.5545 -0.5612 0.779 3.254 -0.828
N -1.1656 -3.3826 0.5686 -1.173 -1.092 0.401
H 4.9920 0.5248 -4.9870 -0.576 0.003 0.861
H 5.4459 -1.9957 -4.6139 -0.261 0.729 -0.516
H 4.2199 -3.0093 -2.7946 -0.115 1.190 0.629
H -3.9345 -0.6882 2.1547 0.741 0.453 -0.640
H -3.6071 5.4025 2.4889 -0.814 -1.366 0.724
H -4.1519 1.2937 3.1185 -0.286 -1.177 0.572
H -1.9013 5.1187 1.1761 0.130 -0.775 -0.481
H -0.9169 2.7413 0.7563 1.153 -0.195 -1.155
H 1.7155 0.4757 -0.4238 -0.979 -1.593 -0.287
H -0.3234 -3.7419 0.2112 1.109 -0.308 -0.212
H -2.0132 -3.9799 0.6738 1.359 0.865 -0.214
```
Positions in Å, forces in eV/Å.

As for the HOMO-LUMO gap: 7.422 eV. The total energy is -1359.63504 Ha. The HOMO energy comes out at -7.900 eV. As for the largest force on an atom: 4.350 eV/Å. As for the molar mass: 321.4 g mol⁻¹.

Atomic partial charges in e from the Löwdin method, atoms 1 to 4: N 0.09; N 0.07; N 0.06; N 0.18

=====

Below is an isolated molecule of C7H19N3 in a non-equilibrium geometry, with properties calculated with ωB97M-V/def2-TZVPD.

The geometry in XYZ format:
```
29
Properties=species:S:1:pos:R:3:forces:R:3
C 0.2100 -0.4309 0.2564 -3.374 2.263 1.682
C -0.3247 0.2220 -0.9579 3.527 -2.872 -4.284
C -0.5869 1.3664 2.1093 0.006 -0.212 -0.026
C -2.3027 -0.0300 1.2049 0.488 -0.359 0.093
C 1.6194 -0.0721 0.6441 -0.007 0.117 0.010
C -0.0936 -1.9049 0.4616 0.020 0.221 -0.122
C 0.0820 1.6217 -1.3564 -0.223 -0.164 0.171
N -0.9801 0.5205 1.0063 1.125 -0.380 0.660
N 0.4876 -0.7627 -2.2474 -1.319 1.061 0.356
N 1.9178 -0.6093 -2.3458 0.108 0.361 0.040
H 0.2941 -1.7509 -2.0945 -0.061 0.339 0.207
H -1.3276 -0.0601 -1.2613 -0.028 0.078 0.359
H 2.3877 -1.5035 -2.4800 -0.301 0.150 0.078
H 2.0997 -0.0589 -3.1805 -0.017 -0.210 0.034
H -1.3422 2.1448 2.2682 -0.044 -0.126 -0.007
H -0.4760 0.8043 3.0489 0.095 0.125 0.146
H 0.3398 1.8891 1.8843 0.076 -0.055 0.096
H -2.6036 -0.6274 0.3462 -0.052 -0.073 -0.022
H -2.3628 -0.6600 2.1052 -0.160 -0.094 0.020
H -3.0359 0.7779 1.3117 0.160 -0.005 0.004
H 1.7726 0.9969 0.7612 -0.060 0.037 0.052
H 1.8987 -0.5719 1.5708 0.076 -0.020 0.029
H 2.2709 -0.3715 -0.1860 -0.126 -0.099 0.307
H 0.7468 -2.5069 0.1153 0.061 -0.030 0.073
H -0.9751 -2.2307 -0.0882 -0.083 0.041 0.027
H -0.2528 -2.0981 1.5238 0.075 -0.071 -0.023
H -0.1653 1.7662 -2.4060 -0.074 0.000 -0.039
H 1.1524 1.7779 -1.2521 0.078 -0.051 0.055
H -0.4502 2.3621 -0.7621 0.033 0.028 0.022
```
Positions in Å, forces in eV/Å.

As for the HOMO-LUMO gap: 7.959 eV. The total energy is -442.23761 Ha. The HOMO energy comes out at -7.076 eV. As for the largest force on an atom: 6.248 eV/Å. As for the molar mass: 145.3 g mol⁻¹.

Atomic partial charges in e from the Löwdin method, atoms 1 to 4: C -0.43; C -0.24; C -0.12; C -0.12